# 1
The following is a quantum chemistry calculation of C28H39O5ReSi as an isolated structure at a distorted geometry, from the Open Molecules 2025 dataset.

Structure (XYZ):
```
74
Properties=species:S:1:pos:R:3:forces:R:3:lowdin_spin:R:1
C 0.02896 -2.54590 -6.50227 -0.13 0.20 0.03 0.0001
H 3.44116 -0.75210 -6.64817 0.00 -0.08 0.01 0.0000
C 1.52496 -0.88100 7.37293 0.36 -0.23 0.36 -0.0005
H -0.58214 1.91250 -4.95557 -0.05 0.09 -0.10 -0.0001
C -0.64024 -1.17980 -3.65297 -0.04 0.02 -0.15 0.0060
Si -0.00004 0.00020 6.75843 -0.04 0.06 -3.46 -0.0028
H -0.75214 3.81010 -1.05957 -0.07 0.13 0.09 -0.0003
H -3.05134 -0.21050 1.66213 -0.19 0.00 0.03 0.0093
C 1.91746 0.22820 3.01463 2.55 -0.25 -0.30 0.0375
C -1.60484 -0.82650 3.23373 -4.16 0.12 -0.08 0.0259
H -0.32634 -3.41740 -7.04217 -0.03 -0.04 -0.03 0.0000
C 3.05876 0.26090 -6.55147 -0.25 -0.02 0.13 0.0000
H 3.62876 0.78330 -5.78767 0.01 0.02 0.06 0.0000
C 2.25526 -0.53050 0.89163 -0.11 0.41 -0.63 0.0004
C -0.51884 -2.32750 1.91213 -0.17 -0.45 0.14 0.0423
H -0.90544 2.28230 7.00663 0.53 -0.18 0.23 0.0000
H 0.18266 -3.06740 1.56573 0.06 -0.05 0.01 0.0036
H 0.00076 1.76190 8.48683 -0.02 0.23 -0.42 -0.0001
H 0.13876 -2.80200 -5.45307 -0.01 0.03 0.12 0.0001
C 2.12346 -0.92650 2.23513 1.36 -0.31 0.58 0.1020
O 1.66116 0.24470 -6.21227 0.21 -0.06 0.00 0.0006
C 1.34106 -0.38010 -5.06147 0.36 -0.26 0.32 0.0010
C -0.00004 0.00020 4.88843 0.77 1.68 0.41 -0.0151
C 2.17866 0.87760 0.84883 0.18 -0.35 -1.01 0.0598
H -3.63394 1.70380 -1.85607 -0.03 -0.08 0.02 0.0044
O 2.15046 -0.92180 -4.34317 -0.40 0.33 -0.57 0.0008
O -0.36374 0.20590 -0.20577 -1.44 0.94 -5.75 0.1579
H 0.90626 2.28180 7.00593 -0.55 -0.21 0.22 0.0000
H 0.13316 -1.93980 4.01023 -0.47 -0.90 -0.49 0.0056
H 1.80666 2.36490 2.43743 0.13 0.18 0.13 0.0000
H 3.12176 0.78400 -7.49827 -0.01 0.04 -0.06 0.0000
H -1.85584 -0.17240 4.04903 -1.06 -0.79 -0.39 -0.0002
C 1.96776 1.34270 2.15133 -0.95 0.91 0.10 -0.0006
C -0.44154 3.06460 -1.78497 0.24 -0.03 0.02 0.0844
H -2.98614 2.91700 -0.75067 -0.04 0.05 0.16 0.0103
C -0.13734 -0.21920 -4.76937 -0.03 -0.06 -0.05 0.0021
C 0.00036 1.76030 7.37753 -0.01 0.39 0.41 -0.0008
H -1.52284 -1.92610 6.99853 -0.11 0.56 0.22 0.0006
H -1.91134 -0.71800 -1.95107 0.00 -0.03 0.08 0.0004
C -1.56784 2.18120 -2.16157 -0.08 0.09 -0.24 0.5713
C -1.52494 -0.88180 7.37303 -0.32 -0.21 0.56 0.0006
O -1.82084 0.44860 -6.36437 0.38 -0.42 0.13 0.0010
H -3.35124 3.34390 -2.41677 -0.06 0.08 -0.04 0.0350
H 0.61846 1.53000 -3.73267 0.12 0.00 0.09 0.0003
C -1.59494 -1.80350 1.17583 -0.38 -0.20 -0.58 -0.0002
C 0.09006 -0.21120 -1.45187 -0.24 -0.24 0.86 0.0247
H 2.42916 -0.35690 7.00083 -0.43 -0.36 0.24 0.0002
H 0.87786 0.45430 -1.82367 0.21 0.07 -0.08 0.0033
H 0.38386 2.51250 -1.32897 0.02 -0.08 0.06 0.0194
H -1.52814 -0.88540 8.48233 -0.25 -0.13 -0.39 0.0002
H -2.34154 0.89320 -3.63377 -0.01 0.08 -0.06 0.0056
C -1.04114 -0.30640 -2.46277 0.10 0.02 -0.09 0.0386
C -2.94904 2.54770 -1.77357 -0.07 0.04 0.08 0.0900
Re -0.00004 0.00020 1.58463 2.83 -0.23 3.85 1.3993
C -0.55244 -1.74160 3.20543 0.05 -4.39 -0.12 0.0749
H 0.54816 -1.20460 -1.36667 0.11 -0.18 0.00 0.0038
C -1.01374 -0.37700 -6.01927 -0.22 0.31 -0.12 0.0002
O -0.95714 -1.53330 -6.72487 0.06 -0.01 0.02 0.0000
C -0.31844 1.20300 -4.18017 0.12 0.04 -0.11 0.0126
H 2.20536 1.48570 -0.03837 -0.01 0.03 -0.14 0.0070
H 1.52316 -1.92560 6.99923 0.12 0.52 0.25 0.0000
H -1.81504 -2.02110 0.14573 0.04 0.02 -0.13 0.0001
H 0.13536 -1.89470 -3.38767 0.08 -0.03 0.04 0.0013
H 1.52856 -0.88410 8.48233 0.19 -0.13 -0.45 -0.0001
H 2.16496 -1.93720 2.59823 -0.03 -0.10 0.07 0.0077
H 1.74066 0.26180 4.07603 1.19 0.22 -0.28 0.0027
C -2.24534 -0.85230 1.96983 -0.26 0.39 -0.54 0.0453
C -1.39034 1.05360 -3.11027 -0.29 -0.33 0.05 0.0723
H 0.99026 -2.24380 -6.91267 0.07 0.05 -0.03 0.0000
H -1.50034 -1.74390 -4.00757 -0.11 -0.06 -0.12 0.0004
H 2.39046 -1.18580 0.04793 0.03 -0.04 -0.08 -0.0004
H -2.42924 -0.35770 7.00123 0.42 -0.37 0.23 0.0000
H -0.01844 3.58960 -2.65077 0.00 0.11 -0.07 0.0264
C -0.00004 0.00020 3.58463 0.24 3.45 6.76 0.0216
```
Positions in Å, forces in eV/Å.

The charge is -1. The value obtained for the gap between HOMO and LUMO (alpha / beta) is 0.1557 / 0.1665 Ha. Its expectation value of S² is 3.773. The energy above the lowest of the compared OMol25 structures with the same formula, charge and spin is 338.5 kJ/mol. Its LUMO energy (alpha / beta) is 2.2 / 2.2 eV. As for the calculated total energy: -49903.627 eV. As for the spin multiplicity: 4.


# 2
The following is a quantum chemistry calculation of an isolated ion of composition C8H16N3 and charge +1 at a distorted geometry, from the Open Molecules 2025 dataset.

Structure (XYZ):
```
27
Properties=species:S:1:pos:R:3:forces:R:3:nbo_charge:R:1
H -2.40141 1.44835 -0.56249 -0.09 -1.22 -1.60 0.2551
H 1.11698 3.47002 0.16559 0.68 1.69 -1.23 0.2910
N -0.66496 0.04261 0.50705 -0.16 0.68 1.47 0.0391
C 0.68988 2.62623 0.62548 1.58 1.72 4.23 -0.4258
H 2.48963 2.14313 1.64977 0.94 0.66 0.37 0.2493
C -1.52323 -0.52551 -0.42146 -4.05 -2.73 -1.01 -0.0988
H 0.46805 3.14695 1.65753 -0.38 -0.57 -1.03 0.2294
H -0.68349 -2.84919 0.22229 -1.33 -1.07 2.49 0.2215
C 1.27610 0.44603 1.65003 -0.43 1.42 -1.34 -0.2396
H 0.59335 0.87174 2.36200 -0.28 -0.65 0.86 0.2445
H -1.95055 -2.11016 -1.84081 2.23 0.20 0.93 0.2580
H -2.52197 -1.01884 0.19912 2.89 1.64 -1.19 0.2743
H 1.78549 -1.28625 -0.51822 1.79 0.60 -2.05 0.2313
C 1.82461 1.69759 0.96065 0.06 -2.51 -3.19 -0.3882
C -2.05289 0.63140 -1.28447 -3.16 -0.68 3.16 -0.5746
H -2.76886 0.21720 -1.99150 -0.38 0.25 0.27 0.2287
H 2.32442 1.39891 -0.05410 -0.33 0.52 1.96 0.2150
N 0.47459 -0.35134 0.69499 0.43 -0.62 0.68 0.0297
H 2.09245 -0.10756 2.00686 0.67 -1.08 0.81 0.2358
H 0.38356 -3.30247 -0.94961 0.39 -0.34 -0.50 0.2491
H 1.55644 -2.11516 0.95592 -0.65 0.44 -0.66 0.2475
C -0.07690 -2.44680 -0.49332 1.94 -0.08 -1.50 -0.4310
H -0.51009 -1.07163 -2.06404 1.53 0.70 -2.34 0.2076
N -0.38004 2.29111 -0.03448 -1.82 -0.43 -1.54 -0.0974
C 1.03526 -1.58513 0.11181 -1.47 -1.30 2.30 -0.2455
H -1.27089 0.98941 -1.79579 2.81 1.56 -2.02 0.2082
C -0.97422 -1.66882 -1.37056 -3.43 1.21 1.66 -0.4142
```
Positions in Å, forces in eV/Å.

The charge is +1. The value obtained for the gap between HOMO and LUMO (alpha / beta) is 0.2923 / 0.2984 Ha. The energy above the lowest of the compared OMol25 structures with the same formula, charge and spin is 686.0 kJ/mol. Its LUMO energy (alpha / beta) is -5.0 / -4.6 eV. As for the calculated total energy: -13012.317 eV. As for the spin multiplicity: 1.


# 3
The following is a quantum chemistry calculation of C31H27NO2P2Rh as an isolated structure, from the Open Molecules 2025 dataset.

Structure (XYZ):
```
64
Properties=species:S:1:pos:R:3:forces:R:3:lowdin_spin:R:1
H 3.72015 -1.94963 -0.03239 0.00 -0.01 0.05 0.0008
C -3.92039 -0.34878 2.89250 0.03 -0.02 -0.06 -0.0003
H 1.08171 -0.18262 3.61567 0.02 0.01 -0.02 0.0004
H -1.91713 -2.61332 -1.18089 -0.01 0.02 0.02 0.0007
H -4.85685 -0.81049 3.17869 0.03 0.01 -0.02 -0.0001
C 2.97125 -0.34698 -1.26501 0.08 0.11 -0.02 0.0142
H -3.49339 0.36485 4.86827 0.01 0.00 -0.04 0.0004
H 3.25235 2.96505 0.37194 0.02 0.10 0.00 0.0224
C 3.11856 -1.69478 -0.89386 -0.09 -0.11 0.05 0.0360
C -3.69621 -2.81312 -2.37297 0.05 0.02 0.04 -0.0005
H 2.11647 0.93655 -2.78975 -0.09 0.05 0.03 0.0044
C -2.28864 0.17238 1.20515 -0.01 0.06 0.03 0.0111
H -0.56588 1.28248 1.88723 -0.02 0.00 -0.01 0.0001
C 1.34165 3.69037 -2.01666 0.38 -0.05 0.13 0.1157
C 2.47643 -2.70640 -1.59314 0.05 -0.08 0.06 0.0720
O 1.64499 -2.64881 1.50798 -0.12 0.02 -0.01 0.0114
H 5.56960 1.06792 1.96402 -0.02 0.00 0.01 0.0006
H -4.11759 1.00113 -1.95536 0.01 -0.06 0.00 0.0005
C -0.34860 2.44152 -1.26054 -0.12 0.08 -0.08 0.2903
C 1.65401 -2.41190 -2.67635 -0.08 -0.13 -0.02 0.0557
Rh 0.68006 -0.49175 -0.55093 -0.02 -0.34 -0.21 2.2248
H 0.11131 -3.93780 1.32811 -0.20 -0.11 0.07 0.0051
H -2.31364 2.02412 -1.93210 0.01 0.00 -0.01 0.0067
C 1.50701 -1.09720 -3.08191 0.04 0.17 -0.10 0.0475
H -5.49719 -2.71535 -3.53410 0.02 0.01 0.01 0.0002
C 2.17098 -0.06787 -2.39395 0.20 0.04 -0.15 0.0213
H -4.09181 -0.94273 0.83630 0.01 0.03 0.01 0.0004
C -2.75273 -2.10149 -1.64243 -0.05 -0.01 -0.11 0.0053
H -0.69452 4.15892 -2.68668 0.05 -0.08 0.06 0.0029
C 0.00045 3.56043 -2.11445 -0.37 -0.24 0.17 0.1262
C 3.08550 0.38857 4.16085 0.02 0.00 0.05 0.0025
C -1.71714 1.90629 -1.02762 0.09 0.14 0.02 0.0612
C -4.90630 -0.78240 -2.81725 0.07 0.00 0.03 0.0006
H -2.20617 2.49180 -0.24263 -0.02 0.05 -0.01 0.0195
H 1.98209 4.41744 -2.49660 -0.04 -0.07 0.07 0.0021
H -3.59206 -3.88536 -2.47964 0.00 0.02 0.00 -0.0001
H 3.82902 3.11184 -1.27580 0.03 0.04 -0.03 0.0005
P -1.66420 0.14634 -0.48960 -0.15 0.05 -0.18 0.1090
H 2.59299 -3.73004 -1.26386 0.01 0.01 0.01 0.0024
C -4.76678 -2.15669 -2.96291 -0.01 0.03 0.00 0.0040
C 4.34351 0.73430 3.69222 -0.01 -0.01 -0.11 -0.0013
H 1.47641 -0.00090 1.24583 -0.09 0.10 0.13 0.0155
C 3.18328 2.52225 -0.62788 -0.16 0.00 -0.08 0.0469
H -1.34577 1.40987 4.22001 -0.02 -0.01 -0.03 -0.0002
C 4.57719 0.81927 2.32327 0.04 -0.03 0.07 0.0024
C 0.57138 -2.98396 1.04750 0.02 0.37 -0.46 0.0156
H -5.74429 -0.26812 -3.27064 0.03 -0.02 0.02 0.0001
C -1.94723 0.89879 3.47828 0.00 -0.02 -0.02 -0.0008
P 4.00455 0.86998 -0.34533 -0.01 -0.07 -0.06 0.0217
C 2.30230 0.23374 1.90775 0.13 0.02 0.08 0.0381
C -1.51189 0.82512 2.16492 -0.01 0.01 0.06 0.0067
C -3.97273 -0.06577 -2.08153 -0.10 -0.01 0.01 0.0076
H 1.12692 -3.20335 -3.19374 0.04 0.03 0.01 0.0011
C -3.15348 0.31012 3.84158 0.00 0.01 0.00 0.0072
C 2.05818 0.12606 3.26383 0.10 0.01 -0.03 0.0036
H 2.90690 0.30485 5.22577 0.01 0.01 -0.03 0.0004
N 0.74047 1.91198 -0.66619 -0.05 0.18 -0.25 0.0753
H 5.15012 0.92253 4.38893 -0.01 0.00 -0.03 -0.0001
H 0.89408 -0.85569 -3.94011 0.01 0.03 0.00 0.0006
C 3.55420 0.57964 1.40329 -0.03 -0.03 0.14 0.0044
C -2.88762 -0.71931 -1.49561 -0.07 -0.05 -0.01 0.0202
C -3.49159 -0.42018 1.57111 -0.02 -0.04 0.10 0.0081
O -0.12089 -2.31123 0.15349 0.28 -0.30 0.54 0.1452
C 1.78666 2.66748 -1.09411 0.10 0.06 0.10 0.3037
```
Positions in Å, forces in eV/Å.

The charge is +1. The value obtained for the gap between HOMO and LUMO (alpha / beta) is 0.2994 / 0.2436 Ha. Its expectation value of S² is 6.022. Its LUMO energy (alpha / beta) is -2.3 / -4.9 eV. As for the calculated total energy: -59748.619 eV. As for the spin multiplicity: 5.


# 4
The following is a quantum chemistry calculation of a 2-piece molecular cluster, C9H15N2 overall at a distorted geometry, from the Open Molecules 2025 dataset.

Structure (XYZ):
```
26
Properties=species:S:1:pos:R:3:forces:R:3:nbo_charge:R:1
N -0.45022 -2.33119 0.06872 -0.10 -0.31 0.10 -0.8402
H 0.97699 -1.44559 0.18938 -0.01 -0.01 0.03 0.4588
H 2.03405 2.51969 -0.75695 0.00 0.19 -0.04 0.2453
H -0.80118 -2.66262 0.96362 0.01 -0.07 -0.10 0.3799
N 1.60355 -0.61412 0.05771 0.16 0.18 -0.06 -0.5700
H -2.38563 -2.09018 -0.77092 0.11 0.10 -0.04 0.2036
C 3.01049 -0.53850 0.08844 0.62 -0.31 0.11 0.0562
C 3.33459 0.83745 -0.26445 -0.31 0.10 -0.02 -0.1142
C -1.47128 -1.51155 -0.59861 -0.23 0.12 -0.05 -0.2133
C -1.35749 2.22664 0.59323 0.04 0.33 0.17 -0.7045
H 4.89396 -1.40552 0.40081 0.14 0.06 -0.01 0.2306
C 1.11154 0.54212 -0.27543 -3.16 0.81 0.03 0.2632
H -2.35779 2.65937 0.47642 -0.06 -0.02 -0.03 0.2637
C 3.82660 -1.54702 0.39973 -0.23 0.27 -0.07 -0.2266
H 4.33128 1.22955 -0.32002 0.24 0.04 -0.02 0.2448
C 2.17090 1.49312 -0.48058 0.51 -0.28 0.07 -0.3332
H -1.21864 1.99125 1.64655 0.02 -0.01 -0.01 0.2364
C -1.27696 1.03527 -0.26262 2.79 -1.05 0.08 0.1688
H -2.89929 -0.13967 0.25059 -0.02 0.08 0.04 0.2610
H -1.07082 -1.22136 -1.57220 -0.09 0.02 0.01 0.2054
H -1.26571 1.18833 -1.33215 -0.11 0.02 -0.13 0.2117
H -1.50446 -0.42052 1.27049 -0.08 0.12 0.00 0.2315
H -0.65147 2.99589 0.28864 -0.02 0.02 -0.02 0.2508
H 3.45474 -2.52402 0.66545 -0.09 -0.09 0.00 0.2202
H -0.25976 -3.15369 -0.49824 -0.06 -0.01 0.12 0.3887
C -1.80744 -0.26086 0.23226 -0.05 -0.32 -0.14 -0.5186
```
Positions in Å, forces in eV/Å.

The charge is +1. The value obtained for the gap between HOMO and LUMO (alpha / beta) is 0.3256 / 0.3256 Ha. The energy above the lowest of the compared OMol25 structures with the same formula, charge and spin is 260.3 kJ/mol. Its LUMO energy (alpha / beta) is -4.3 / -4.3 eV. As for the calculated total energy: -12547.188 eV. As for the spin multiplicity: 1.